Entry 1:
C35H35AsBrF4N3O2PPtSTe as an isolated structure. Source: the OMol25 dataset; level of theory: ωB97M-V with the def2-TZVPD basis set.

Values from the calculation:
total energy	-8005.40195	Ha
net charge	+1
molecular weight	1146.2	u
HOMO level (spin up / spin down)	-10.391 / -10.873	eV
2S+1	5
gap between HOMO and LUMO (spin up / spin down)	8.1772 / 6.1968	eV

CARTESIAN COORDINATES (ANGSTROEM)
Pt: -0.06251 -0.42924 0.07200
F: -7.15460 1.12371 2.67030
C: -6.06935 0.61905 2.11781
C: -6.05525 -0.68621 1.65926
F: -7.13694 -1.44141 1.75629
C: -4.90452 -1.20058 1.08921
F: -4.95903 -2.46557 0.67500
C: -3.73935 -0.44933 0.93616
P: -2.28243 -1.20277 0.07266
C: -2.19358 -2.82605 0.88555
C: -2.26895 -2.86602 2.27816
C: -2.08128 -4.06136 2.95163
C: -1.78991 -5.21880 2.24231
C: -1.71672 -5.18321 0.85918
C: -1.92275 -3.99225 0.17898
C: -2.97991 -1.34052 -1.60149
C: -3.76951 -2.39361 -2.05102
C: -4.26501 -2.37246 -3.34684
C: -3.98496 -1.30888 -4.19161
C: -3.20303 -0.25169 -3.74430
C: -2.70289 -0.27088 -2.45472
C: -3.78195 0.86531 1.40979
Br: -2.31330 2.02901 1.27656
C: -4.92587 1.38784 1.99492
F: -4.93656 2.63470 2.44898
H: -2.48706 -1.96166 2.83644
H: -2.15862 -4.08798 4.03062
H: -1.62115 -6.14738 2.77133
H: -1.48835 -6.08616 0.30744
H: -1.88126 -3.97569 -0.90206
H: -3.99289 -3.23398 -1.41024
H: -4.87788 -3.19434 -3.69345
H: -4.37264 -1.30753 -5.20196
H: -2.97506 0.57610 -4.40287
H: -2.06633 0.53429 -2.09999
N: -0.12113 -2.35866 -2.93525
C: 0.46012 -3.05772 -1.95398
N: 0.76813 -2.59493 -0.76611
C: 1.36408 -3.57808 0.01953
C: 1.87625 -3.42797 1.30235
C: 2.43917 -4.51616 1.94536
C: 2.51220 -5.76188 1.32743
C: 2.02453 -5.93001 0.04270
C: 1.46066 -4.83593 -0.59161
S: 0.82692 -4.75395 -2.21383
H: 0.11153 -1.36899 -2.97940
H: -0.22637 -2.81328 -3.82720
H: 1.85138 -2.45994 1.78320
H: 2.84335 -4.38811 2.94084
H: 2.95933 -6.59833 1.84654
H: 2.08379 -6.88590 -0.46105
Te: 0.51951 -0.35648 2.62945
C: 3.19429 3.69463 -0.87311
C: 2.88351 3.37491 0.58443
As: 1.07393 2.63964 0.90881
C: -0.03229 3.81148 -0.23258
C: -0.32280 3.14700 -1.57536
C: 0.72669 3.39849 2.69485
C: 1.82964 3.08132 3.70222
H: 4.22653 4.03358 -0.96609
H: 2.55453 4.48576 -1.26279
H: 3.07204 2.81493 -1.50905
H: 2.93569 4.27744 1.19754
H: 3.60513 2.66313 0.98265
H: 0.51160 4.74811 -0.36517
H: -0.95929 4.03416 0.29752
H: 0.59453 2.97194 -2.13910
H: -0.99245 3.75347 -2.18570
H: -0.79525 2.17432 -1.41403
H: -0.23284 2.99719 3.02702
H: 0.60678 4.47716 2.56826
H: 2.13144 2.03269 3.64664
H: 1.48439 3.27598 4.71725
H: 2.71308 3.69232 3.52242
O: 3.01437 -0.02617 1.39506
C: 3.00737 -0.03591 0.16684
C: 4.24680 -0.24751 -0.68698
C: 3.73865 -0.08019 -2.11563
C: 2.23937 0.07533 -1.94893
O: 1.42528 0.17939 -2.85010
N: 1.90682 0.11885 -0.62020
H: 4.61657 -1.25338 -0.48490
H: 5.02625 0.45802 -0.40283
H: 3.93359 -0.93789 -2.75837
H: 4.14441 0.79919 -2.61615

---

Entry 2:
C35H35MoN3O3SSb as an isolated structure in a non-equilibrium geometry. Source: the OMol25 dataset; level of theory: ωB97M-V with the def2-TZVPD basis set.

Values from the calculation:
total energy	-2450.39953	Ha
net charge	+3
molecular weight	795.5	u
HOMO level (spin up / spin down)	-15.835 / -15.809	eV
2S+1	3
gap between HOMO and LUMO (spin up / spin down)	5.6751 / 5.4734	eV

CARTESIAN COORDINATES (ANGSTROEM)
Mo: 0.90503 0.39574 0.72410
O: -3.45705 0.53045 0.86336
C: -3.70894 1.83715 0.61859
C: -5.00426 2.33932 0.63220
C: -5.23100 3.68373 0.41130
C: -4.17072 4.56026 0.17084
C: -2.88780 4.07664 0.15239
C: -2.62736 2.70641 0.36907
C: -1.25936 2.25190 0.36833
O: -0.94458 0.96540 0.46429
N: -0.27441 3.12796 0.30653
N: 0.90102 2.47837 0.41840
C: 2.01402 3.13072 0.38838
C: 3.20106 2.29868 0.42431
C: 4.48988 2.78741 0.32892
C: 5.55107 1.89163 0.32140
C: 5.28599 0.53001 0.38940
C: 3.97593 0.10456 0.47880
N: 2.94360 0.96399 0.51432
H: -4.28776 0.06906 1.03721
H: -5.83437 1.67010 0.82733
H: -6.24550 4.05923 0.43126
H: -4.35914 5.61049 0.00176
H: -2.05459 4.73828 -0.03440
H: 2.03373 4.21106 0.30269
H: 4.65016 3.85521 0.26280
H: 6.57037 2.24955 0.25904
H: 6.08477 -0.19806 0.38104
H: 3.73942 -0.95052 0.53429
S: 0.31756 -1.86889 0.97574
Sb: -0.31187 -2.15826 -1.31245
C: 0.50905 -4.01436 -1.87106
C: 1.23926 -4.14515 -3.04660
C: 1.73766 -5.39998 -3.36882
C: 1.49394 -6.48258 -2.53378
C: 0.74717 -6.33115 -1.37181
C: 0.24003 -5.08703 -1.02757
C: 0.96159 -0.53749 -1.87679
C: 2.29281 -0.85089 -2.20717
C: 3.11233 0.12805 -2.73227
C: 2.62671 1.42483 -2.92695
C: 1.32180 1.74114 -2.60057
C: 0.46936 0.75946 -2.08222
C: -2.40203 -1.87377 -1.29895
C: -3.04394 -1.15588 -2.29918
C: -4.42993 -1.08602 -2.26640
C: -5.13697 -1.74406 -1.26767
C: -4.47178 -2.46400 -0.28147
C: -3.08494 -2.53199 -0.28414
H: 1.40269 -3.31103 -3.71775
H: 2.30596 -5.53187 -4.27951
H: 1.88311 -7.45728 -2.79512
H: 0.55241 -7.18253 -0.73399
H: -0.34174 -4.97187 -0.12070
H: 2.66920 -1.85920 -2.07775
H: 4.12513 -0.12072 -3.02266
H: 3.26804 2.17730 -3.36808
H: 0.93457 2.73636 -2.77980
H: -0.58592 0.97529 -1.97497
H: -2.49841 -0.67547 -3.10203
H: -4.95597 -0.53737 -3.03607
H: -6.21869 -1.71192 -1.26824
H: -5.03029 -2.98877 0.48265
H: -2.57004 -3.08881 0.48964
C: -0.32188 2.70517 3.74305
C: -0.61819 1.26176 3.42138
O: 0.58346 0.59824 2.86171
C: 1.16088 -0.37461 3.79800
C: 2.60953 -0.63320 3.47906
H: -1.21211 3.15130 4.18802
H: -0.06894 3.28277 2.85529
H: 0.48906 2.78628 4.46693
H: -1.42955 1.12992 2.71099
H: -0.87950 0.71009 4.32189
H: 0.55901 -1.28394 3.75941
H: 1.06650 0.06553 4.78894
H: 2.72762 -1.11709 2.50732
H: 3.01598 -1.31953 4.22179
H: 3.19108 0.28855 3.51279